[1]
ORCA calculation (the ωB97M-V functional and the def2-TZVPD basis) on C3H8S in the gas phase at a distorted geometry.

**E_HOMO**: -0.313 Eh
**Total charge**: 0
**Energy relative to the best compared isomer or geometry (same formula, charge and spin)**: 27.1 kcal per mole
**HOMO-LUMO gap**: 9.55 eV
**Largest force on an atom**: 0.066 Eh/bohr
**SMILES**: CCSC
**Electronic energy**: -517.23740 a.u.

Element x y z (Å)
H  0.08530  -0.63110  -1.54099
H  1.17957  -1.44787  -0.35178
H  2.21040  0.17972  -1.94948
H  2.82805  -0.08464  -0.38946
H  1.94435  1.42434  -0.73690
C  1.88445  0.32762  -0.92959
H  -2.63945  0.75846  0.60487
H  -1.97780  0.38971  -1.13129
C  0.66522  -0.54676  -0.63376
C  -1.96181  0.20403  -0.03403
S  -0.30488  0.02153  0.94192
H  -2.27945  -0.84250  0.00862

Löwdin atomic charge list, values in e, 4 entries: 0.060, 0.044, 0.049, 0.091



[2]
ORCA calculation (the ωB97M-V functional and the def2-TZVPD basis) on a gas-phase ion, C3H8S (charge +1) at a distorted geometry.

**E_HOMO (spin up / spin down)**: -0.598 / -0.629 Eh
**<S²>**: 0.75
**Multiplicity**: 2
**Total charge**: +1
**Energy relative to the best compared isomer or geometry (same formula, charge and spin)**: 0.0 kcal per mole
**HOMO-LUMO gap (spin up / spin down)**: 12.96 / 8.76 eV
**Largest force on an atom**: 0.022 Eh/bohr
**Electronic energy**: -516.96253 a.u.

Element x y z (Å)
C  0.86837  -1.23099  -0.50567
H  0.21496  1.76484  0.52866
H  1.44733  -2.09456  -0.18819
H  0.31961  -1.55985  -1.39285
H  1.45829  -0.37177  -0.79602
H  -0.62731  -1.73285  0.98897
H  -0.45759  1.89346  -1.07860
S  -1.43074  0.15536  0.02803
H  -1.36521  2.62357  0.29597
C  -0.72735  1.79120  -0.00825
H  0.37848  -0.37023  1.48853
C  -0.07884  -0.86817  0.63944

Löwdin atomic charge list, values in e, 4 entries: -0.105, 0.061, 0.099, 0.087



[3]
ORCA calculation (the ωB97M-V functional and the def2-TZVPD basis) on 2 unconnected molecules or ions with the total composition C3H8S3 at a distorted geometry.

**E_HOMO (spin up / spin down)**: -0.280 / -0.273 Eh
**Total charge**: 0
**Energy relative to the best compared isomer or geometry (same formula, charge and spin)**: 93.1 kcal per mole
**HOMO-LUMO gap (spin up / spin down)**: 7.09 / 7.85 eV
**Largest force on an atom**: 0.114 Eh/bohr
**Electronic energy**: -1313.49797 a.u.

Element x y z (Å)
S  -0.51215  -0.94978  -1.74822
H  1.52679  1.32626  1.74742
S  0.09371  -2.34356  0.86261
H  -2.69512  0.31889  0.34032
C  0.79743  1.41392  0.85995
H  -1.75799  -1.18035  -2.27451
H  1.13875  1.67796  -1.20829
C  1.44947  1.21032  -0.34461
H  0.02315  0.61877  1.26435
H  0.28543  2.31080  0.98618
H  0.76370  -2.76970  -0.30419
H  2.27473  0.58561  -0.61630
S  -2.54305  -1.04384  0.44555
C  -0.84487  -1.17529  -0.01028

Löwdin atomic charge list, values in e, 4 entries: 0.637, 0.106, 0.654, -0.108



[4]
ORCA calculation (the ωB97M-V functional and the def2-TZVPD basis) on 2 unconnected molecules or ions with the total composition C3H8Se at a distorted geometry.

**E_HOMO**: -0.294 Eh
**Total charge**: 0
**Energy relative to the best compared isomer or geometry (same formula, charge and spin)**: 89.3 kcal per mole
**HOMO-LUMO gap**: 7.97 eV
**Largest force on an atom**: 0.107 Eh/bohr
**Electronic energy**: -2520.34340 a.u.

Element x y z (Å)
H  0.29908  -2.39047  2.16078
H  0.45102  1.68989  -0.09020
H  -0.90392  -0.50005  -0.81665
C  0.31964  1.35464  0.88960
H  0.95171  2.09046  1.55152
Se  0.01533  -0.91864  2.53690
H  0.60559  -0.10533  -1.83751
C  -0.28502  -0.76288  -1.88981
H  -0.87904  -0.15518  -2.40022
H  -0.37810  -1.77449  -2.19916
C  0.49541  -0.17425  0.98528
H  -0.69171  1.64630  1.10949

Löwdin atomic charge list, values in e, 4 entries: -0.108, 0.011, 0.078, -0.271



[5]
ORCA calculation (the ωB97M-V functional and the def2-TZVPD basis) on a molecular structure, C3H9AgB2BrO3 at a distorted geometry.

**E_HOMO (spin up / spin down)**: -0.651 / -0.651 Eh
**<S²>**: 0.75
**Multiplicity**: 2
**Total charge**: +2
**HOMO-LUMO gap (spin up / spin down)**: 8.74 / 4.78 eV
**Largest force on an atom**: 0.088 Eh/bohr
**Electronic energy**: -3115.40837 a.u.

Element x y z (Å)
H  1.65753  3.37299  0.49683
B  -0.73157  -0.59658  -1.26927
H  -1.70381  -1.35562  1.97091
H  1.40873  1.27459  -1.66518
H  0.60645  -2.69366  0.75054
O  -2.27793  -1.97935  1.40365
H  0.01966  2.36177  -0.82674
Br  1.90749  1.46449  2.25165
C  0.13050  0.18567  -0.06623
O  -1.45843  -1.87348  -1.07807
B  -1.34261  -2.37750  0.30470
H  -0.75746  -0.01720  -2.31615
C  1.94470  2.22279  0.40135
H  -0.56594  0.51118  0.81661
H  3.05243  2.19942  -0.01147
Ag  -3.56615  -0.45291  -1.45472
O  -0.21702  -3.29213  0.66714
C  0.86664  1.56470  -0.64395
H  1.02678  -0.51917  0.26839

Löwdin atomic charge list, values in e, 4 entries: 0.145, -0.152, 0.135, 0.158



[6]
ORCA calculation (the ωB97M-V functional and the def2-TZVPD basis) on a gas-phase ion, C3H9BBrN4O2 (charge +1) at a distorted geometry.

**E_HOMO**: -0.508 Eh
**Total charge**: +1
**HOMO-LUMO gap**: 8.69 eV
**Largest force on an atom**: 0.035 Eh/bohr
**SMILES**: NB(O)N1C(N)=[NH+]CO[C@H]1Br
**Electronic energy**: -3087.87873 a.u.

Element x y z (Å)
H  1.54612  -0.11348  2.18221
B  1.57339  0.13419  0.29928
H  -0.24039  -2.59533  -0.90576
O  -1.23061  1.77222  -0.21486
H  -2.83809  0.52227  -0.68242
N  2.85699  -0.25662  -0.23766
N  -0.42078  -2.15775  -0.01508
H  -2.86547  1.32889  0.85122
Br  1.16968  2.48318  -1.15372
H  2.78677  -1.19306  -0.63163
O  1.40133  0.62393  1.56441
C  -2.21255  0.83837  0.14823
N  0.27607  -0.07071  -0.55389
C  -0.60094  -0.85049  0.08308
C  -0.30073  1.20133  -1.04084
H  -1.25327  -0.02311  1.71156
H  -0.44910  -2.70212  0.83782
H  3.13616  0.32716  -1.01988
N  -1.66171  -0.33684  0.82592
H  -0.67289  1.06798  -2.04802

Löwdin atomic charge list, values in e, 4 entries: 0.139, -0.738, 0.153, -0.090



[7]
ORCA calculation (the ωB97M-V functional and the def2-TZVPD basis) on a gas-phase ion, C3H9BNO (charge +1) at a distorted geometry.

**E_HOMO**: -0.575 Eh
**Total charge**: +1
**Energy relative to the best compared isomer or geometry (same formula, charge and spin)**: 35.3 kcal per mole
**HOMO-LUMO gap**: 10.75 eV
**Largest force on an atom**: 0.103 Eh/bohr
**SMILES**: BOC=[N+](C)C
**Electronic energy**: -274.24972 a.u.

Element x y z (Å)
C  -0.54878  -0.62096  -0.16430
H  2.65715  -0.51528  0.77094
C  0.69803  1.36450  -0.05989
B  -2.84450  -0.11663  0.11301
C  1.94739  -0.79656  0.00317
O  -1.64575  0.33631  -0.28063
H  2.63369  -0.55092  -0.85171
H  0.26798  1.94576  -0.92204
H  0.23611  1.73218  0.80748
H  1.94545  -1.90734  -0.13476
H  -3.64513  0.66736  0.34911
N  0.60603  -0.07239  -0.04385
H  -3.18048  -1.28238  0.33589
H  1.73111  1.56374  0.02982
H  -0.85832  -1.74738  0.04776

Löwdin atomic charge list, values in e, 4 entries: 0.046, 0.102, 0.013, -0.079



[8]
ORCA calculation (the ωB97M-V functional and the def2-TZVPD basis) on 2 unconnected molecules or ions with the total composition C3H9BO2S at a distorted geometry.

**E_HOMO**: -0.330 Eh
**Total charge**: 0
**Energy relative to the best compared isomer or geometry (same formula, charge and spin)**: 25.4 kcal per mole
**HOMO-LUMO gap**: 8.91 eV
**Largest force on an atom**: 0.076 Eh/bohr
**SMILES**: CC(C)S.O=BO
**Electronic energy**: -693.25903 a.u.

Element x y z (Å)
H  -0.22475  -2.04802  -0.87487
B  2.70191  1.32641  0.64546
H  1.14780  -0.81828  -0.45459
H  -0.00515  2.11428  0.33804
C  -2.36266  -0.46711  0.04353
H  -0.60554  -0.09813  0.96323
C  -0.84326  -0.16088  -0.02036
H  0.05148  -0.83813  -1.83207
H  -2.61691  -1.55507  0.13725
O  2.87745  2.47919  0.41352
H  3.00066  -0.46581  1.61968
O  2.72322  0.00779  0.81326
C  0.10912  -1.08766  -0.82601
H  -2.70186  0.29687  0.72522
S  -0.59429  1.50492  -0.71661
H  -2.65722  -0.19036  -0.97469

Löwdin atomic charge list, values in e, 4 entries: 0.037, -0.569, 0.078, -0.131



[9]
ORCA calculation (the ωB97M-V functional and the def2-TZVPD basis) on C3H9BO3 in the gas phase at a distorted geometry.

**E_HOMO**: -0.324 Eh
**Total charge**: 0
**Energy relative to the best compared isomer or geometry (same formula, charge and spin)**: 0.0 kcal per mole
**HOMO-LUMO gap**: 8.93 eV
**Largest force on an atom**: 0.082 Eh/bohr
**SMILES**: CC[C@@H](O)B(O)O
**Electronic energy**: -370.34235 a.u.

Element x y z (Å)
C  0.82284  -1.12158  -1.52001
H  -1.09746  -0.30968  -0.94262
C  -0.18918  -0.68122  -0.45970
O  0.78098  1.54497  -0.41407
H  1.18772  -0.24959  -2.05699
H  1.67498  -1.60521  -1.04766
H  0.37570  -1.80993  -2.23284
O  -1.92429  1.49157  1.53104
H  -0.02933  1.90606  -0.78801
H  -0.45697  -1.51870  0.18577
B  -0.66830  1.11039  1.82811
O  -0.09956  1.09149  3.03939
H  -2.46253  1.79672  2.26240
H  1.35029  0.08882  0.84811
H  -0.58705  1.41814  3.79831
C  0.42618  0.42421  0.37894

Löwdin atomic charge list, values in e, 4 entries: -0.107, 0.111, -0.240, -0.071



[10]
ORCA calculation (the ωB97M-V functional and the def2-TZVPD basis) on 2 unconnected molecules or ions with the total composition C3H9Br2PSi at a distorted geometry.

**E_HOMO**: -0.277 Eh
**Total charge**: 0
**Energy relative to the best compared isomer or geometry (same formula, charge and spin)**: 24.7 kcal per mole
**HOMO-LUMO gap**: 7.50 eV
**Largest force on an atom**: 0.060 Eh/bohr
**Electronic energy**: -5898.58930 a.u.

Element x y z (Å)
P  -0.21583  -1.48907  -2.37548
H  -1.36493  -0.54159  1.95807
H  -2.15266  -0.28416  0.35012
H  0.07572  2.76178  0.08448
Br  -2.09277  -0.26090  -2.45125
H  1.59452  2.11781  -0.63065
H  2.38929  -0.33958  1.33886
C  1.53970  -0.93144  0.79833
H  -1.65184  1.08085  1.40463
Si  0.18272  0.20212  0.09716
H  2.10923  -1.50053  0.00289
C  0.52550  1.94117  -0.51585
C  -1.42695  0.05257  1.07596
H  1.26520  -1.74099  1.43881
Br  -0.91142  -3.04522  -1.01676
H  0.13452  1.97719  -1.55931

Löwdin atomic charge list, values in e, 4 entries: -0.119, 0.019, -0.038, 0.043



> What is the formula in the fifth record?

C3H9AgB2BrO3



What did the fourth record say?
ORCA calculation (the ωB97M-V functional and the def2-TZVPD basis) on 2 unconnected molecules or ions with the total composition C3H8Se at a distorted geometry.

**E_HOMO**: -0.294 Eh
**Total charge**: 0
**Energy relative to the best compared isomer or geometry (same formula, charge and spin)**: 89.3 kcal per mole
**HOMO-LUMO gap**: 7.97 eV
**Largest force on an atom**: 0.107 Eh/bohr
**Electronic energy**: -2520.34340 a.u.

Element x y z (Å)
H  0.29908  -2.39047  2.16078
H  0.45102  1.68989  -0.09020
H  -0.90392  -0.50005  -0.81665
C  0.31964  1.35464  0.88960
H  0.95171  2.09046  1.55152
Se  0.01533  -0.91864  2.53690
H  0.60559  -0.10533  -1.83751
C  -0.28502  -0.76288  -1.88981
H  -0.87904  -0.15518  -2.40022
H  -0.37810  -1.77449  -2.19916
C  0.49541  -0.17425  0.98528
H  -0.69171  1.64630  1.10949

Löwdin atomic charge list, values in e, 4 entries: -0.108, 0.011, 0.078, -0.271